No. 1
The following is a DFT calculation (ωB97M-V with the def2-TZVPD basis set) of 10 unconnected molecules or ions with the total composition C26H80O34P8.

The geometry in XYZ format:
```
148
Properties=species:S:1:pos:R:3:forces:R:3:mulliken_charge:R:1
C 5.730 -2.041 1.333 -0.9 -1.1 0.4 -0.48
O 5.716 -0.672 1.731 0.3 0.5 -0.5 -0.31
P 6.018 0.390 0.561 -0.7 0.2 0.2 0.55
O 7.081 0.011 -0.360 0.1 0.1 0.1 -0.76
O 4.609 0.556 -0.188 0.7 0.0 0.8 0.18
C 3.502 1.110 0.548 -0.2 0.6 -0.6 0.02
O 6.174 1.747 1.396 -0.7 -0.6 -0.4 -0.16
C 7.389 2.155 2.019 0.4 -0.5 0.1 -0.82
H 4.814 -2.513 1.704 0.0 0.2 0.2 0.02
H 6.550 -2.572 1.811 0.3 0.2 -0.2 0.31
H 5.697 -2.231 0.261 0.5 0.4 -0.1 0.31
H 3.421 2.149 0.231 0.0 0.1 0.3 -0.45
H 3.639 1.055 1.626 0.0 -0.1 0.0 0.53
H 2.577 0.637 0.218 0.1 -0.4 0.1 0.06
H 7.604 3.162 1.672 0.2 0.0 0.0 0.23
H 8.189 1.453 1.777 0.1 0.3 -0.3 0.37
H 7.302 2.132 3.106 -0.4 0.1 -0.1 0.29
C -7.572 -0.279 1.474 -0.2 0.4 -0.5 -0.60
O -6.986 -1.526 1.884 0.7 0.4 0.0 -0.48
P -5.382 -1.589 2.009 -0.7 -0.9 -0.1 1.30
O -4.712 -0.354 2.442 -0.3 -0.3 0.1 -0.31
O -4.844 -2.165 0.606 -0.4 0.6 0.9 -0.29
C -4.753 -1.242 -0.484 0.9 0.4 -0.7 -0.57
O -5.233 -2.849 2.954 0.4 0.7 -0.4 -0.40
C -5.777 -4.129 2.612 -0.1 -0.4 0.3 -0.85
H -6.852 0.328 0.923 0.0 0.1 0.1 0.24
H -7.945 0.298 2.318 0.2 -0.2 0.2 0.27
H -8.413 -0.480 0.811 0.1 -0.2 0.0 0.29
H -3.796 -1.432 -0.977 -0.3 -0.4 -0.3 0.00
H -4.631 -0.188 -0.219 -0.4 -0.1 0.6 0.25
H -5.595 -1.368 -1.161 0.1 -0.1 0.0 0.36
H -6.137 -4.184 1.587 0.1 0.2 0.0 0.35
H -6.590 -4.345 3.303 -0.1 0.1 -0.1 0.28
H -4.997 -4.874 2.766 0.0 0.1 -0.1 0.30
C 2.488 0.856 -3.720 -0.2 0.3 0.3 -0.31
O 2.457 -0.276 -4.578 0.1 -0.8 0.2 -0.32
P 3.262 -1.616 -4.156 -1.0 0.9 -0.3 0.56
O 4.714 -1.424 -4.144 -0.5 -0.6 0.0 -0.74
O 2.616 -2.632 -5.196 0.8 0.3 0.7 -0.40
C 1.239 -3.006 -5.087 -0.6 0.1 0.1 0.28
O 2.600 -2.032 -2.737 0.2 0.6 -0.3 0.28
C 3.458 -2.168 -1.585 0.2 -1.0 -0.4 -0.89
H 3.240 0.769 -2.934 0.1 0.0 -0.1 0.36
H 1.514 0.996 -3.245 0.0 -0.2 0.0 -0.17
H 2.665 1.754 -4.312 0.3 -0.1 -0.1 0.39
H 0.749 -2.540 -4.232 0.2 0.1 0.1 -0.30
H 1.182 -4.084 -4.946 0.1 0.0 -0.2 0.28
H 0.696 -2.687 -5.975 0.2 -0.1 -0.1 0.11
H 4.251 -1.425 -1.587 -0.1 0.0 0.0 0.48
H 3.855 -3.184 -1.661 0.4 0.2 0.2 0.40
H 2.881 -2.157 -0.662 -0.3 0.4 -0.2 0.11
C -1.170 0.825 -5.352 0.7 -0.7 0.7 -0.50
O -1.464 0.711 -6.746 -0.5 -0.2 -0.7 -0.39
P -1.907 -0.678 -7.343 0.4 0.0 0.0 0.89
O -0.931 -1.787 -7.288 -0.7 0.5 0.0 -0.59
O -3.271 -0.966 -6.547 0.7 -0.3 -0.1 -0.26
C -3.887 -2.226 -6.770 -1.7 -0.3 -0.3 -0.76
O -2.365 -0.275 -8.823 0.3 -0.1 0.8 -0.38
C -2.534 -1.346 -9.744 -0.2 -0.4 -1.2 -0.64
H -0.100 0.992 -5.213 0.0 0.3 -0.3 0.24
H -1.342 -0.128 -4.846 -0.4 0.1 0.1 0.25
H -1.736 1.617 -4.876 -0.2 0.0 -0.2 0.30
H -4.510 -2.471 -5.909 0.4 0.0 0.3 0.27
H -3.254 -3.069 -7.038 0.6 0.3 0.3 0.37
H -4.634 -2.136 -7.568 0.2 0.2 -0.2 0.28
H -3.466 -1.208 -10.293 -0.1 0.2 0.3 0.29
H -2.552 -2.345 -9.313 0.1 0.1 0.4 0.30
H -1.756 -1.361 -10.508 0.3 0.3 0.3 0.27
C 4.509 4.743 0.630 -0.3 0.2 -0.9 -0.59
O 3.449 4.354 1.500 -0.5 0.1 0.5 0.58
P 2.346 5.439 1.948 0.3 -0.4 0.2 0.37
O 1.465 5.936 0.881 0.6 -0.1 0.5 -0.67
O 1.636 4.659 3.142 0.5 0.6 -0.3 -0.41
C 0.878 3.479 2.934 -0.8 -0.5 0.4 -0.15
O 3.184 6.567 2.694 -1.0 -0.1 -0.5 -0.37
C 3.971 6.343 3.849 0.9 -0.1 0.3 -0.65
H 4.098 5.383 -0.152 0.2 0.3 0.2 0.19
H 4.866 3.872 0.083 0.1 -0.2 0.4 0.10
H 5.306 5.244 1.178 0.0 -0.1 0.0 0.26
H 1.506 2.588 2.957 0.2 0.1 -0.3 0.21
H 0.248 3.520 2.045 0.3 0.1 -0.2 0.22
H 0.188 3.379 3.774 0.1 0.2 0.1 0.19
H 3.831 7.165 4.550 -0.3 0.0 -0.1 0.24
H 5.025 6.352 3.557 -0.1 0.0 0.0 0.27
H 3.771 5.393 4.344 -0.2 0.0 -0.1 0.30
C -2.081 -3.299 0.949 -1.4 0.5 0.3 -0.36
O -0.713 -3.560 1.030 1.4 -0.3 -0.5 0.72
P -0.103 -5.012 1.331 -0.7 -0.4 -0.1 0.62
O -0.495 -5.548 2.638 0.2 0.1 -0.3 -0.79
O -0.644 -5.944 0.130 1.0 0.8 0.8 -0.42
C -0.514 -5.535 -1.226 -1.1 -0.2 -0.9 -0.43
O 1.453 -4.818 1.051 -0.9 -0.4 0.1 -0.29
C 2.337 -4.377 2.104 -0.3 0.1 0.0 -0.52
H -2.644 -3.858 1.703 0.1 0.0 -0.1 0.59
H -2.541 -3.457 -0.034 0.4 -0.5 0.0 0.26
H -2.255 -2.236 1.136 0.3 -0.1 0.2 -0.74
H -0.268 -4.485 -1.385 0.3 0.0 0.4 0.01
H -1.507 -5.685 -1.663 0.1 0.1 0.0 0.29
H 0.142 -6.178 -1.811 0.4 0.0 0.4 0.31
H 1.916 -4.513 3.100 -0.3 0.1 -0.1 0.35
H 2.490 -3.320 1.899 0.5 0.0 0.3 0.07
H 3.234 -4.989 2.071 0.1 0.2 -0.3 0.27
C -0.340 -1.052 -1.404 0.0 -0.5 -0.6 0.84
O 0.113 0.257 -1.088 -0.5 1.1 0.6 0.51
P -0.963 1.476 -0.964 -0.2 -1.1 -1.6 0.11
O -1.535 1.858 -2.272 0.4 -0.2 0.8 -0.77
O -2.070 0.923 0.019 0.2 0.6 0.1 -0.24
C -1.801 0.733 1.401 0.3 -0.2 1.3 0.76
O -0.172 2.569 -0.169 -0.2 -0.2 0.1 0.09
C 0.830 3.339 -0.858 0.5 0.5 0.1 0.19
H -0.071 -1.304 -2.431 0.2 0.2 0.0 -0.51
H -1.423 -1.180 -1.343 0.0 0.3 0.3 -0.33
H 0.148 -1.768 -0.746 0.0 0.1 0.1 0.09
H -2.415 1.371 2.040 -0.4 0.0 -0.5 -0.36
H -0.782 0.959 1.725 0.2 -0.1 -0.6 0.19
H -1.997 -0.302 1.670 -0.1 0.1 -0.1 -0.60
H 1.605 3.552 -0.127 0.1 -0.3 -0.1 -0.69
H 0.454 4.317 -1.152 -0.4 -0.2 -0.1 0.31
H 1.240 2.810 -1.714 0.0 0.0 0.0 0.15
C -0.617 -0.604 7.762 -0.4 0.1 0.9 -0.77
O -0.023 -0.710 6.476 -0.4 -0.5 -0.6 -0.40
P -0.955 -0.962 5.197 0.8 -0.6 -0.4 0.98
O -0.199 -0.918 3.932 -0.3 0.4 0.6 -0.36
O -1.661 -2.357 5.468 0.0 1.2 0.3 -0.52
C -2.584 -2.849 4.466 0.5 -0.7 0.3 -0.15
O -2.126 0.112 5.346 0.2 -0.4 0.2 -0.21
C -1.785 1.489 5.290 0.3 0.9 -0.1 -0.68
H -0.326 0.349 8.204 -0.1 0.1 -0.1 0.28
H -0.304 -1.379 8.464 0.4 -0.2 -0.5 0.29
H -1.705 -0.686 7.744 0.0 0.2 -0.3 0.30
H -3.412 -3.282 5.021 -0.2 0.2 -0.2 0.26
H -2.058 -3.654 3.950 -0.1 0.1 -0.2 0.23
H -2.906 -2.080 3.771 -0.1 0.1 0.1 -0.04
H -2.065 1.888 4.317 -0.2 0.1 0.1 0.06
H -0.728 1.737 5.427 0.2 -0.7 -0.1 0.38
H -2.269 2.030 6.102 -0.5 -0.2 -0.1 0.43
C 2.922 5.604 -2.453 0.8 -0.5 0.2 -0.61
O 3.367 4.224 -2.466 -0.5 0.5 -0.6 -0.31
H 3.816 6.224 -2.580 -0.2 0.3 0.2 0.34
H 2.234 5.840 -3.266 -0.2 -0.2 0.1 0.38
H 2.476 5.756 -1.473 -0.2 0.3 -0.1 0.09
H 3.546 4.058 -3.399 0.2 -0.4 0.2 0.21
C -4.951 3.430 2.692 1.1 -0.4 0.2 -0.41
O -5.746 2.439 2.084 -0.6 0.3 -0.1 -0.48
H -5.182 4.436 2.347 -0.5 -0.2 -0.2 0.31
H -5.000 3.407 3.785 -0.2 0.1 0.0 0.26
H -3.898 3.265 2.419 0.0 0.1 0.1 -0.01
H -5.555 1.586 2.490 0.3 -0.1 0.0 0.27
```
Positions in Å, forces in eV/Å.

Values from the calculation:
**Charge**: 0
**E_LUMO**: 0.30 eV
**E_HOMO**: -10.164 eV
**Energy relative to the best compared isomer or geometry (same formula, charge and spin)**: 0.726 eV
**Orbital gap**: 10.467 eV
**M**: 1184.7 g mol⁻¹

No. 2
The following is a DFT calculation (ωB97M-V with the def2-TZVPD basis set) of a single C6H9FO molecule.

The geometry in XYZ format:
```
17
Properties=species:S:1:pos:R:3:forces:R:3:nbo_charge:R:1
C -1.104 0.191 0.107 3.3 3.6 1.8 0.01
C -2.185 0.881 0.058 -3.1 1.0 -1.1 -0.48
C -0.570 -1.023 -0.371 0.0 -1.4 0.5 -0.53
C 0.899 -1.113 -0.071 1.0 0.0 0.7 -0.37
C 1.595 0.246 -0.078 0.3 0.9 3.2 -0.50
C 0.782 1.208 0.835 -2.4 -2.7 -4.1 0.69
O 0.905 2.529 0.591 1.2 -1.6 -1.6 -0.68
F 0.863 0.926 2.124 0.2 -0.1 1.3 -0.35
H -2.274 1.937 0.293 0.4 0.0 0.5 0.20
H -3.165 0.564 -0.408 1.1 -0.2 0.4 0.18
H -0.989 -1.795 0.257 -0.6 -0.8 -0.5 0.23
H -0.792 -1.142 -1.393 -0.4 -0.4 -1.4 0.22
H 0.819 -1.425 1.049 1.3 0.0 -2.0 0.21
H 1.477 -1.756 -0.796 -0.7 0.0 1.3 0.23
H 2.477 0.045 0.560 0.3 0.3 -0.6 0.22
H 1.916 0.772 -0.968 -0.4 -0.3 -0.4 0.23
H 0.421 2.923 1.264 -1.5 1.8 2.0 0.48
```
Positions in Å, forces in eV/Å.

Values from the calculation:
**Charge**: 0
**E_LUMO**: 0.92 eV
**E_HOMO**: -7.886 eV
**Energy relative to the best compared isomer or geometry (same formula, charge and spin)**: 2.954 eV
**Orbital gap**: 8.811 eV
**M**: 116.1 g mol⁻¹

No. 3
The following is a DFT calculation (ωB97M-V with the def2-TZVPD basis set) of a gas-phase ion, C8H17N3OP (charge +1).

The geometry in XYZ format:
```
30
Properties=species:S:1:pos:R:3:forces:R:3:nbo_charge:R:1
C 3.616 0.130 -0.122 0.2 0.4 2.1 0.07
C 2.370 0.156 0.801 0.2 0.2 -2.2 0.63
C 0.036 -1.593 -1.117 -2.1 2.2 1.4 -0.49
C 0.816 -0.282 -1.132 3.9 -0.5 -1.6 -0.27
C -0.045 0.269 0.960 -1.6 -1.9 0.7 0.11
C -0.956 -1.416 0.054 2.3 1.9 1.6 -0.17
C -0.019 2.696 1.099 -1.7 -1.4 3.2 -0.59
C -0.846 1.545 0.597 0.7 -1.6 0.3 -0.46
N 3.667 -0.208 -1.306 0.4 0.0 -2.8 -0.59
N 1.131 0.188 0.228 -0.7 -1.6 -1.9 -0.52
N -2.316 -0.927 -0.307 0.3 -1.2 1.5 -0.73
O 2.479 0.448 1.941 0.9 0.1 2.5 -0.54
P -1.038 -2.561 1.505 -1.3 -0.9 -1.0 0.33
H 4.477 0.524 0.399 0.2 0.3 0.5 0.19
H -0.454 -1.739 -2.050 -0.8 0.3 -1.0 0.23
H 0.589 -2.469 -1.059 1.5 -1.4 0.8 0.24
H 1.844 -0.443 -1.674 -2.1 0.3 0.9 0.31
H 0.356 0.505 -1.704 -0.7 0.2 -0.1 0.20
H 0.039 0.011 2.128 -0.1 0.9 -2.8 0.27
H -0.019 2.460 2.239 1.2 0.8 -1.8 0.22
H -0.461 3.653 1.037 -0.6 1.0 -0.5 0.23
H 0.864 2.622 0.541 1.8 0.4 0.0 0.22
H -1.039 1.651 -0.455 -0.1 -0.2 -0.7 0.19
H -1.749 1.371 1.103 -1.7 0.6 0.8 0.19
H 4.533 0.063 -1.825 -0.5 -0.6 1.0 0.38
H -2.740 -0.646 0.586 -0.2 0.0 -0.2 0.44
H -2.794 -1.803 -0.579 -0.5 1.3 -1.0 0.46
H -2.254 -0.077 -0.860 -0.5 -0.3 -0.9 0.45
H 0.217 -2.250 1.787 2.1 0.5 1.0 -0.01
H -0.563 -3.787 0.907 -0.6 0.4 0.0 0.00
```
Positions in Å, forces in eV/Å.

Values from the calculation:
**Charge**: +1
**E_LUMO**: -3.27 eV
**E_HOMO**: -12.611 eV
**Energy relative to the best compared isomer or geometry (same formula, charge and spin)**: 2.459 eV
**Orbital gap**: 9.342 eV
**M**: 202.2 g mol⁻¹

No. 4
The following is a DFT calculation (ωB97M-V with the def2-TZVPD basis set) of a single C23H22N4O2S molecule.

The geometry in XYZ format:
```
52
Properties=species:S:1:pos:R:3:forces:R:3:nbo_charge:R:1
C -5.007 -1.518 -1.425 0.2 0.1 0.2 -0.61
C -4.636 -1.236 0.028 0.0 -0.3 0.0 -0.26
C -5.835 -0.704 0.807 0.3 -0.1 -0.1 -0.60
C -4.107 -2.516 0.693 -0.4 0.4 0.1 -0.06
O -2.923 -3.002 0.089 0.3 -0.1 -0.1 -0.49
C -1.774 -2.294 0.214 0.3 0.0 -0.1 0.31
C -1.560 -1.262 1.125 -0.3 -0.2 0.1 -0.26
C -0.364 -0.574 1.122 0.3 -0.2 -0.1 -0.18
C 0.645 -0.890 0.214 -0.2 -0.3 0.1 -0.14
C 1.851 -0.071 0.139 0.5 0.7 0.0 0.16
N 3.060 -0.589 0.087 -0.2 -0.8 0.1 -0.26
N 3.928 0.430 0.059 -0.9 0.7 0.0 -0.18
C 5.303 0.176 0.004 0.9 -0.3 -0.1 0.22
C 6.237 1.199 0.131 -0.3 -0.1 0.0 -0.26
C 7.587 0.903 0.067 0.0 0.0 0.0 -0.19
C 8.013 -0.401 -0.119 0.1 0.0 0.0 -0.22
C 7.081 -1.419 -0.238 0.1 0.1 0.0 -0.19
C 5.730 -1.137 -0.179 -0.2 0.1 0.0 -0.24
C 3.290 1.617 0.090 -0.5 0.0 0.0 0.03
C 1.933 1.355 0.129 0.7 -0.4 0.1 -0.22
C 0.878 2.368 0.112 -0.2 -0.2 -0.2 0.66
O 1.030 3.520 0.475 0.3 0.0 0.0 -0.60
N -0.328 1.933 -0.379 0.4 -0.1 -0.1 -0.61
C -1.452 2.710 -0.341 -0.1 0.9 0.3 0.21
N -2.624 2.273 -0.661 0.4 -0.8 -0.2 -0.49
C -3.553 3.251 -0.513 -0.1 0.6 0.1 -0.05
C -3.081 4.444 -0.076 0.1 -0.1 0.0 -0.48
S -1.372 4.371 0.179 -0.7 -0.2 -0.2 0.45
C 0.460 -1.976 -0.640 -0.1 0.2 0.1 -0.15
C -0.732 -2.665 -0.641 -0.3 -0.1 0.1 -0.26
H -5.280 -0.595 -1.930 -0.1 0.1 -0.1 0.21
H -4.164 -1.962 -1.949 0.0 0.0 -0.1 0.22
H -5.848 -2.206 -1.477 -0.1 -0.1 0.0 0.20
H -3.844 -0.479 0.038 0.0 0.0 0.0 0.22
H -5.559 -0.468 1.833 0.0 0.1 0.1 0.21
H -6.211 0.201 0.338 -0.1 0.1 0.0 0.22
H -6.635 -1.441 0.827 -0.2 -0.1 0.0 0.20
H -3.960 -2.362 1.770 0.0 -0.1 -0.1 0.17
H -4.829 -3.326 0.560 0.0 0.1 0.1 0.19
H -2.319 -0.980 1.837 -0.1 0.0 0.0 0.22
H -0.211 0.226 1.833 0.0 0.1 0.0 0.22
H 5.923 2.218 0.286 0.0 0.1 0.0 0.22
H 8.309 1.699 0.166 0.0 0.1 0.0 0.22
H 9.069 -0.623 -0.167 0.1 0.0 0.0 0.22
H 7.407 -2.438 -0.380 0.0 -0.1 0.0 0.22
H 4.988 -1.913 -0.266 0.0 -0.1 0.0 0.25
H 3.786 2.564 0.057 0.2 0.2 0.0 0.23
H -0.454 0.971 -0.667 0.0 0.1 0.0 0.44
H -4.577 3.021 -0.747 -0.2 0.1 0.0 0.21
H -3.626 5.345 0.114 -0.2 0.2 0.0 0.24
H 1.253 -2.252 -1.318 0.1 0.0 -0.1 0.23
H -0.895 -3.492 -1.314 0.0 -0.1 -0.1 0.23
```
Positions in Å, forces in eV/Å.

Values from the calculation:
**Charge**: 0
**E_LUMO**: 0.41 eV
**E_HOMO**: -8.187 eV
**Energy relative to the best compared isomer or geometry (same formula, charge and spin)**: 0.063 eV
**Orbital gap**: 8.596 eV
**M**: 418.5 g mol⁻¹